Record 1
# C19H40CrOP2

A structure of composition C19H40CrOP2 (the ωB97M-V functional and the def2-TZVPD basis, the Open Molecules 2025 dataset).

The multiplicity is 5. As for the expectation value of S²: 6.039. For the largest force on an atom, the calculation gives 5.4 eV/Å. The HOMO energy (alpha / beta) is -0.256 / -0.264 Ha. Its total charge is 0. For the molar mass, the calculation gives 398.5 Da.

Cartesian coordinates (Å):
P: 0.11679 -1.81877 0.10949
P: -0.01904 1.49733 0.74259
C: -0.17711 -0.55057 -1.18867
C: 0.34686 0.87868 -0.93853
H: -1.25659 -0.54679 -1.42058
H: 0.34601 -0.96341 -2.05288
H: 1.44396 0.93244 -1.07936
H: -0.12888 1.57605 -1.63952
C: -1.73711 2.03994 0.81204
H: -1.86449 2.54180 1.78438
H: -2.40123 1.16077 0.78887
H: -1.94056 2.71765 -0.03003
C: 1.11379 2.79169 1.23578
H: 1.08341 3.61551 0.50102
H: 2.12944 2.36525 1.31946
H: 0.78872 3.12248 2.23832
C: -1.07987 -3.13022 -0.09623
H: -0.97961 -3.81985 0.75702
H: -0.86430 -3.64613 -1.04438
H: -2.09963 -2.71140 -0.09510
C: 1.80576 -2.38808 -0.04262
H: 2.49808 -1.54229 0.02836
H: 1.90690 -2.89617 -1.00367
H: 2.02721 -3.07482 0.77879
Cr: 0.03039 -0.48320 1.92399
C: 0.53334 1.53260 -4.00872
C: -0.78504 1.57411 -3.85866
C: -1.73853 0.94398 -4.85075
C: -1.35849 -0.49981 -5.27257
C: -0.67228 -1.30955 -4.20609
C: 0.67796 -1.38430 -4.07777
C: 1.62565 -0.60068 -4.94724
C: 1.22693 0.87593 -5.18353
C: 0.57367 -2.20772 3.07187
H: 1.21836 2.12251 -3.37905
H: -1.26560 2.26859 -3.15658
H: -1.80466 1.56853 -5.76744
H: -2.75531 0.92656 -4.41931
H: -2.30320 -1.01448 -5.52291
H: -0.77663 -0.46975 -6.20994
H: -1.34065 -1.94145 -3.62406
H: 1.13828 -2.17312 -3.48931
H: 1.73339 -1.10122 -5.93106
H: 2.62900 -0.61563 -4.48284
H: 2.16048 1.43219 -5.37825
H: 0.63299 0.95683 -6.11130
H: 1.28493 -1.92393 3.86500
H: 1.02104 -3.04589 2.52346
H: -0.31082 -2.60169 3.59827
C: -0.93555 1.80701 5.81393
C: -0.21619 0.63632 5.11429
C: 1.25888 0.74243 5.52821
C: -0.81158 -0.63242 5.72293
O: -0.37255 0.69839 3.73499
H: -0.81735 1.73644 6.90653
H: -2.00779 1.78495 5.59001
H: -0.53327 2.77237 5.49013
H: 1.36454 0.68309 6.62136
H: 1.85415 -0.06459 5.08490
H: 1.68132 1.69637 5.20073
H: -1.86611 -0.69807 5.45455
H: -0.30340 -1.52578 5.34914
H: -0.72878 -0.61699 6.81853


Record 2
# C19H40HfNOP3

A structure of composition C19H40HfNOP3 (the ωB97M-V functional and the def2-TZVPD basis, the Open Molecules 2025 dataset).

The multiplicity is 1. For the largest force on an atom, the calculation gives 3.9 eV/Å. The HOMO energy is -0.682 Ha. Its total charge is +4. For the molar mass, the calculation gives 569.9 Da.

Cartesian coordinates (Å):
Hf: 0.71954 -1.04464 -1.31999
P: -1.39214 -0.09256 0.03273
P: 0.11474 -3.36339 -0.34068
P: -0.65554 -0.13955 -3.36639
H: 1.80677 4.06359 0.28200
C: 0.76656 3.69413 0.27598
C: 0.17261 3.53662 1.60757
H: 0.82413 3.48793 2.47642
C: -1.01197 0.03862 1.81458
C: -2.95012 -1.04888 0.01887
C: -2.03460 1.58895 -0.26796
C: 1.69670 -4.23648 -0.07074
C: -0.77733 -3.74600 1.20509
C: -0.71014 -4.47129 -1.54002
C: -0.40912 1.62388 -3.78274
C: -2.46125 -0.33717 -3.55215
C: -0.03344 -0.94411 -4.88306
H: 0.17147 4.31889 -0.41276
H: -0.89956 3.66066 1.73947
H: -0.41023 0.93909 2.00462
H: -0.46521 -0.84341 2.17060
H: -1.95681 0.11829 2.37050
H: -2.78882 -2.07537 0.36407
H: -3.37051 -1.07911 -0.99359
H: -3.66151 -0.54769 0.68978
H: -1.36772 2.34358 0.16989
H: -3.02081 1.67045 0.21061
H: -2.15073 1.78771 -1.33947
H: 2.36919 -4.11681 -0.92998
H: 1.49477 -5.30415 0.08994
H: 2.19238 -3.82429 0.81774
H: -0.51296 -4.76570 1.52078
H: -1.86327 -3.69049 1.06419
H: -0.48783 -3.04708 1.99994
H: -0.53505 -5.52012 -1.26181
H: -0.31553 -4.29505 -2.54957
H: -1.78984 -4.27068 -1.55054
H: -0.90451 1.85737 -4.73644
H: 0.66666 1.82324 -3.88067
H: -0.81053 2.27379 -2.99526
H: -2.73594 -0.13217 -4.59617
H: -3.01281 0.34492 -2.89438
H: -2.74776 -1.36788 -3.30907
H: -0.66502 -0.66106 -5.73680
H: -0.05238 -2.03510 -4.76618
H: 1.00205 -0.63762 -5.07815
C: 3.00240 -2.16665 -3.26277
C: 3.04707 -3.53237 -3.60415
C: 4.01839 -3.97419 -4.50111
C: 4.93596 -3.07256 -5.05165
C: 4.88994 -1.71901 -4.69788
C: 3.93504 -1.25759 -3.79544
O: 2.03252 -1.71179 -2.42905
H: 0.79943 2.59388 -0.20577
H: 2.30847 -4.20573 -3.16263
H: 4.05310 -5.03140 -4.76595
H: 5.69227 -3.42549 -5.75567
H: 5.60496 -1.01562 -5.12646
H: 3.87020 -0.21050 -3.49495
C: 3.24474 1.44170 1.76206
C: 2.42440 0.69218 0.86597
N: 1.80841 0.07819 0.08249
H: 3.54212 0.80801 2.61520
H: 2.69251 2.31869 2.14392
H: 4.15297 1.78645 1.23682


Record 3
# C19H40InNO12PS

A structure of composition C19H40InNO12PS (the ωB97M-V functional and the def2-TZVPD basis, the Open Molecules 2025 dataset).

The multiplicity is 1. For the largest force on an atom, the calculation gives 2.4 eV/Å. The HOMO energy is -0.139 Ha. Its total charge is -1. For the molar mass, the calculation gives 652.4 Da.

Cartesian coordinates (Å):
O: 2.88702 -3.80494 2.41795
N: 3.18534 -3.57951 1.29725
O: 3.45405 -2.23456 1.09815
C: 2.53476 -1.76009 0.05081
In: 1.09337 -0.27522 0.91238
C: -0.41586 -1.27929 2.24724
C: -1.73129 -1.24055 1.58984
O: -2.26335 -2.17833 1.09193
O: -2.31575 -0.01128 1.61335
P: 2.42008 1.52928 2.13540
S: 4.35620 1.10144 1.98271
H: 2.01307 -2.59998 -0.41212
H: 3.15024 -1.23541 -0.68133
H: 0.20704 0.45947 -0.44190
H: -0.13826 -2.29706 2.50682
H: -0.48399 -0.73428 3.19479
H: -2.85098 0.02557 0.80466
H: 1.99758 1.57614 3.49047
H: 2.18153 2.76774 1.49120
O: -3.74204 2.87563 -1.54802
C: -4.81494 2.42049 -1.26908
O: -4.90289 1.40917 -0.38551
C: -6.13649 0.93367 0.16192
C: -6.79212 -0.09651 -0.73417
C: -6.07280 2.89816 -1.96047
H: -6.80366 1.76675 0.39414
H: -5.87376 0.47172 1.11286
H: -7.05938 0.32875 -1.70389
H: -7.69536 -0.48997 -0.26851
H: -6.11168 -0.92468 -0.92490
H: -6.19545 2.34866 -2.89273
H: -5.95558 3.95629 -2.18424
H: -6.97298 2.80066 -1.35735
O: -6.71782 -3.43557 -0.46359
C: -7.77055 -3.79901 -0.02632
O: -8.74229 -2.88831 0.21499
C: -10.08589 -3.23553 0.54930
C: -10.24848 -3.46589 2.03780
C: -8.00804 -5.24288 0.35128
H: -10.42740 -4.08630 -0.04269
H: -10.69294 -2.38310 0.24530
H: -9.64420 -4.30524 2.38257
H: -11.29211 -3.66841 2.28251
H: -9.92170 -2.58657 2.59339
H: -7.64425 -5.40880 1.36445
H: -7.44334 -5.86941 -0.33494
H: -9.04829 -5.55432 0.27980
O: 3.03066 1.46789 -0.98068
C: 3.69210 1.47130 -1.97777
O: 4.97154 1.04910 -1.92147
C: 5.78834 0.82846 -3.06925
C: 6.47555 2.09926 -3.52403
C: 3.15228 2.02521 -3.27736
H: 5.21271 0.35599 -3.86895
H: 6.54052 0.10327 -2.75878
H: 5.75092 2.85595 -3.83354
H: 7.14137 1.89435 -4.36514
H: 7.06147 2.52824 -2.71111
H: 3.30507 3.10367 -3.29445
H: 2.08499 1.81617 -3.31517
H: 3.59445 1.57875 -4.16606
O: 8.62143 2.12628 -1.41368
C: 8.78285 1.89733 -0.23947
O: 7.96345 2.44376 0.65868
C: 7.95175 2.09306 2.05172
C: 8.96968 2.90230 2.82999
C: 9.95780 1.07586 0.23890
H: 8.07947 1.01873 2.18449
H: 6.94845 2.32741 2.40522
H: 9.98940 2.70349 2.49331
H: 8.90640 2.67094 3.89372
H: 8.78981 3.96908 2.69048
H: 10.82443 1.72674 0.34897
H: 10.17413 0.32050 -0.51373
H: 9.77466 0.54823 1.17163